Density functional theory data (ωB97M-V/def2-TZVPD) for a 2-piece molecular cluster, C7H13I overall in a non-equilibrium geometry.

Results
E_HOMO (alpha / beta) ... -8.1 / -8.1 eV
Spin multiplicity ... 1

XYZ file:
```
21
Properties=species:S:1:pos:R:3:forces:R:3:lowdin_charge:R:1
C 0.6008 -0.1034 -0.6945 -3.3658 0.5550 2.1879 0.14
C 1.1373 -1.2109 -0.2475 -0.5203 -1.0400 1.0437 -0.41
C 2.3834 -1.7366 -0.8806 -0.6581 0.0375 -0.7655 -0.07
C 0.7071 -1.9293 1.0477 3.2735 1.9075 -0.5234 -0.04
C -1.3116 1.5398 1.5237 2.8650 -0.1985 -3.1284 -0.16
C -1.6689 1.9641 -0.9119 -1.1849 3.2853 1.5018 -0.28
C -1.5060 0.8741 0.1051 1.8574 -0.3969 0.2208 -0.75
I -3.1442 -0.5977 -0.0671 0.9919 0.7236 0.1942 0.69
H 0.8830 0.7136 -1.2926 0.3185 0.4414 -1.0483 0.04
H 2.2867 -1.4386 -1.9124 0.5836 -0.3877 -0.5538 0.08
H 3.2149 -1.2490 -0.4686 1.3798 0.7886 0.6107 0.06
H 2.5703 -2.7974 -0.7527 -0.4151 -0.1918 -0.1566 0.08
H 0.8151 -2.9955 1.1473 0.9392 -0.2974 -0.2527 0.07
H -0.2646 -1.7771 1.2224 -3.9003 0.9788 0.6790 -0.01
H 1.2751 -1.2797 1.7913 -0.5474 -1.5023 -0.3009 0.12
H -1.2512 0.8367 2.3422 -0.1610 0.1704 0.1867 0.05
H -0.2629 2.0645 1.3054 -2.0119 -1.0664 1.0587 0.11
H -2.0162 2.3459 1.5622 -0.6802 0.2331 0.6815 0.05
H -1.7079 1.6971 -1.9009 0.2639 -1.2205 -2.3954 0.02
H -0.9375 2.8302 -0.8369 -0.1842 -1.3701 0.2175 0.09
H -2.6474 2.6077 -0.8476 1.1562 -1.4497 0.5427 0.11
```
Positions in Å, forces in eV/Å.